# 1
The following is a DFT calculation (ωB97M-V/def2-TZVPD) of a structure of composition C18H22IrNS3 at a distorted geometry.

As for the HOMO-LUMO gap: 6.35 eV. The relative energy (zero: lowest compared OMol25 entry of this formula, charge and spin) comes out at 0.0 kcal/mol. The highest occupied orbital energy comes out at -14.2539 eV. The net charge is +2. Its total energy is -2052.243276 Ha.

Last column: natural (NBO) charge in e.
Cartesian coordinates (Å):
Ir -0.2359 0.2333 -0.0093  0.49
S -1.7654 -0.4361 1.5593  0.51
S -1.7863 1.4566 -1.0072  0.65
S 0.2888 2.1925 1.3766  0.35
N 1.2838 0.6851 -1.3221  -0.76
C -0.2402 -1.4849 -1.0848  -0.17
C -1.3682 -2.1733 -1.5456  -0.27
C -3.2976 1.2742 0.0138  -0.56
C 2.4055 -0.0551 -0.7643  0.07
C 2.2800 -1.4312 -0.6957  -0.09
C -0.0400 -4.0741 -2.1145  -0.18
C 1.0204 -2.1067 -1.1650  -0.15
C -0.3679 1.5675 2.9495  -0.54
C -3.3084 -0.0706 0.6979  -0.56
C 1.0865 -3.4025 -1.6718  -0.17
C 4.4984 -1.4669 0.2744  -0.17
C -0.9510 3.4098 0.8384  -0.56
C 3.3623 -2.1298 -0.1739  -0.12
C -1.2814 -3.4527 -2.0622  -0.17
C 4.5790 -0.0843 0.2126  -0.17
C -1.7249 0.8884 2.8308  -0.55
C -1.2969 3.1675 -0.6168  -0.56
C 3.5177 0.6340 -0.3137  -0.22
H -2.5227 1.5946 2.6085  0.23
H -3.3599 2.1266 0.6868  0.24
H 3.3128 -3.2070 -0.0899  0.23
H 3.5703 1.7150 -0.3944  0.23
H 2.0501 -3.8894 -1.7498  0.23
H -4.1485 1.3302 -0.6663  0.28
H -1.9703 0.4077 3.7780  0.28
H 1.5222 1.6636 -1.4490  0.41
H -2.1644 -3.9638 -2.4216  0.24
H -2.0990 3.8262 -0.9568  0.28
H 0.3974 0.8686 3.2915  0.26
H 0.9872 0.2996 -2.2216  0.43
H 5.4611 0.4342 0.5620  0.25
H 0.0555 -5.0750 -2.5132  0.24
H -0.4412 3.3482 -1.2700  0.25
H -0.5273 4.4089 0.9357  0.28
H -3.3829 -0.8755 -0.0332  0.27
H -1.8171 3.3647 1.4959  0.24
H -0.4099 2.3805 3.6749  0.27
H -4.1570 -0.1743 1.3747  0.28
H 5.3205 -2.0384 0.6834  0.25
H -2.3353 -1.6857 -1.5320  0.19

# 2
The following is a DFT calculation (ωB97M-V/def2-TZVPD) of a cluster of 2 separate species, C4H9N2 in total at a distorted geometry.

As for the HOMO-LUMO gap: 11.24 eV. The relative energy (zero: lowest compared OMol25 entry of this formula, charge and spin) comes out at 63.3 kcal/mol. The highest occupied orbital energy comes out at -14.0208 eV. The net charge is +1. Its total energy is -266.998419 Ha.

Last column: natural (NBO) charge in e.
Cartesian coordinates (Å):
N -1.2218 0.5797 -0.4076  -0.56
N 1.2827 1.1010 -0.0478  -0.71
C 2.9435 -0.7743 0.0828  -0.55
C -2.0351 0.1090 0.7073  -0.23
C -1.6617 -0.8081 -0.3843  -0.23
C 2.1536 0.2310 0.0174  0.47
H -0.1018 0.8249 -0.2458  0.44
H 3.4230 -1.1817 -0.7903  0.28
H -1.5242 0.0352 1.6573  0.24
H -2.4043 -1.1105 -1.1083  0.24
H -1.6722 1.1981 -1.0783  0.43
H -0.8806 -1.5370 -0.2172  0.24
H 1.5505 2.0778 0.0159  0.42
H 3.1981 -1.2211 1.0261  0.28
H -3.0497 0.4761 0.7729  0.24

# 3
The following is a DFT calculation (ωB97M-V/def2-TZVPD) of a cluster of 2 separate species, C6H12O2 in total at a distorted geometry.

As for the HOMO-LUMO gap: 10.54 eV. The relative energy (zero: lowest compared OMol25 entry of this formula, charge and spin) comes out at 62.2 kcal/mol. The highest occupied orbital energy comes out at -9.6696 eV. As for the structure (SMILES): C=C(C)[C@H](C)O.C=O. The net charge is 0. Its total energy is -386.220983 Ha.

Last column: natural (NBO) charge in e.
Cartesian coordinates (Å):
O 2.8171 0.2877 -1.6611  -0.64
O 0.4033 0.0402 -1.1743  -0.70
C -1.1761 1.7196 0.5498  -0.66
C -2.4217 -0.3999 0.8981  -0.40
C 0.9449 -0.6807 1.1109  -0.63
C 2.1080 -0.6030 -2.1384  0.31
C -0.1185 -0.5557 0.0174  0.06
C -1.3194 0.2265 0.5119  0.01
H 1.8183 -1.2109 0.7310  0.22
H -0.2970 2.0196 1.1218  0.21
H -0.4425 -1.5547 -0.2889  0.19
H 1.0854 0.7798 -0.9588  0.51
H -3.2694 0.1360 1.2951  0.20
H -2.5056 -1.4752 0.8670  0.19
H 1.6230 -0.4878 -3.1190  0.13
H 1.2740 0.3054 1.4418  0.21
H -2.0499 2.1764 1.0092  0.22
H -1.0785 2.1159 -0.4616  0.23
H 0.5370 -1.2182 1.9665  0.22
H 2.0674 -1.6210 -1.7184  0.11

# 4
The following is a DFT calculation (ωB97M-V/def2-TZVPD) of a structure of composition C36H24Cl3FInN3O4SSe.

As for the HOMO-LUMO gap: 3.93 eV. The relative energy (zero: lowest compared OMol25 entry of this formula, charge and spin) comes out at 25.1 kcal/mol. The highest occupied orbital energy comes out at -0.4352 eV. The net charge is -2. Its total energy is -6321.857432 Ha.

Last column: Löwdin charge in e.
Cartesian coordinates (Å):
In -1.1830 -0.7222 -1.5971  0.29
Se -2.0860 -1.6838 -3.6903  -0.18
Cl -7.1530 -0.0653 -0.3549  0.59
Cl 1.7329 1.3089 -8.0261  0.54
Cl -2.2329 -2.0453 1.0098  0.74
S -3.9465 0.0685 -0.7610  0.62
F 2.5744 3.5073 2.3864  0.05
O 0.8810 0.0274 -2.3443  -0.13
O -0.0568 -2.7288 -1.0233  -0.13
O 1.6776 -4.1743 -0.8344  -0.02
O 0.2949 -0.2521 0.1571  -0.06
N -1.6309 1.7428 0.2188  0.08
N -1.2599 1.8117 -2.4243  0.08
N 3.6658 -1.8525 1.7826  0.02
C -0.8259 2.0113 -3.6147  -0.09
C 5.4554 -0.2843 3.3959  -0.14
C 1.7841 -2.1129 0.2806  -0.01
C -5.9297 -2.9646 2.0897  -0.14
C -4.6760 -1.0605 0.3120  -0.72
C 4.8475 -2.4959 2.3997  -0.32
C 5.2110 -1.7576 3.6748  -0.16
C -3.0732 3.4985 -2.6063  -0.02
C 1.3345 -0.7787 0.5518  -0.27
C -6.0810 -1.1553 0.5074  -0.68
C 1.9748 -0.4013 -4.3871  0.00
C -3.5072 3.3051 1.5601  -0.03
C -6.6888 -2.0638 1.3579  -0.17
C -4.1705 4.3167 -0.6122  -0.06
C 3.9345 1.6551 2.8791  0.03
C -3.9702 -2.0085 1.0933  -0.64
C -2.2332 2.6861 -1.8905  -0.21
C 4.2406 0.3225 2.7438  -0.15
C 2.8158 2.1830 2.2426  -0.26
C 0.4593 1.5694 -5.6216  -0.09
C 1.4212 0.9081 -6.3277  -0.67
C 1.9803 1.4141 1.4927  0.08
C -2.7511 2.3959 2.2323  -0.05
C -3.3581 3.4483 0.1611  -0.18
C 2.8906 -2.5578 0.9129  0.02
C -1.8180 1.6203 1.5007  -0.16
C 2.2604 0.0523 1.3649  -0.02
C 1.0725 -3.1052 -0.6284  -0.62
C -4.5518 -2.9286 1.9449  -0.15
C 4.6025 -3.9723 2.6774  -0.05
C 2.1811 -0.1000 -5.7032  -0.12
C 3.3904 -0.4960 1.9731  -0.08
C 0.9963 0.2770 -3.5952  -0.40
C -4.0303 4.3231 -1.9676  -0.09
C 0.2201 1.2682 -4.2682  -0.16
C -2.3926 2.6423 -0.4675  -0.23
H 4.3867 -1.8687 4.3887  0.13
H -4.6811 4.9411 -2.5763  0.09
H -3.0405 3.4822 -3.6876  0.10
H 5.6914 -2.4033 1.7070  0.15
H -7.7692 -2.0601 1.4351  0.08
H -2.8619 2.2437 3.2988  0.09
H 4.5643 -4.5793 1.7747  0.08
H 3.1810 -3.5743 0.6899  0.12
H 6.3221 -0.1880 2.7331  0.12
H 2.9176 -0.6447 -6.2838  0.09
H -1.2171 2.8464 -4.2043  0.11
H 5.6938 0.2606 4.3105  0.11
H 2.5219 -1.1993 -3.8999  0.12
H -0.1380 2.3363 -6.1055  0.10
H -1.2262 0.8530 1.9989  0.10
H -6.4001 -3.6853 2.7477  0.08
H 6.0925 -2.2329 4.1075  0.11
H -3.9162 -3.6188 2.4871  0.09
H 4.5697 2.3066 3.4708  0.12
H 5.4172 -4.3519 3.2986  0.08
H -4.9226 4.9239 -0.1201  0.10
H -4.2504 3.9050 2.0743  0.11
H 1.1121 1.8181 0.9814  0.13
H 3.6601 -4.1068 3.2154  0.10

net charge of number 1 (C18H22IrNS3)? +2